No. 1
The following is a quantum chemistry calculation of a structure of composition C43H51Br48ClF5N3O4PS3, from OMol25.

ORCA input file:
```
! RIJCOSX wB97M-V def2-TZVPD def2/J DEFGRID3
* xyz 1 1
C -1.07 1.10 -4.48
C -0.28 0.57 -3.55
C 0.58 -0.36 -2.57
N -0.04 -0.55 -1.22
C -0.60 -1.86 -0.92
C -0.65 -3.10 -1.93
C 0.48 -4.14 -1.48
C 1.96 -3.86 -2.07
C 3.12 -3.69 -0.92
C 3.09 -2.21 -0.25
C 3.78 -2.20 1.23
C 3.79 -0.73 1.90
C 4.35 -0.82 3.41
C 4.31 0.59 4.21
C 3.63 0.36 5.66
C -1.24 -2.21 0.48
O -1.78 -3.50 0.78
C -1.28 -1.14 1.58
C -1.88 -1.51 3.00
C -3.51 -1.69 2.99
C -3.83 -3.12 3.71
S -3.32 -3.05 5.50
C -1.62 -3.73 5.70
S -1.01 -4.96 4.73
N -0.76 -3.14 6.75
C -0.83 -1.82 7.38
C 0.26 -1.65 8.46
N 1.05 -2.90 8.43
C 0.41 -3.73 7.43
C -0.70 0.28 1.18
P -0.82 1.52 2.63
O -1.15 3.10 2.07
Cl 1.12 1.56 3.54
C -0.08 0.56 -0.24
S 0.52 2.27 -0.54
O 1.32 2.77 0.66
O 1.50 2.44 -1.68
C -0.87 3.48 -1.00
F -2.15 3.03 -0.60
F -0.90 3.43 -2.44
C -0.53 5.01 -0.65
F -1.13 5.51 0.51
F -1.10 5.78 -1.73
F 0.86 5.31 -0.71
H -1.61 1.34 -5.46
H 1.64 0.06 -2.37
H 0.79 -1.32 -3.15
H -1.67 -3.61 -1.76
H -0.63 -2.81 -3.04
H 0.56 -4.17 -0.32
H 0.18 -5.21 -1.78
H 2.24 -4.77 -2.71
H 2.05 -2.95 -2.75
H 3.08 -4.52 -0.13
H 4.12 -3.77 -1.48
H 2.03 -1.81 -0.12
H 3.65 -1.50 -0.98
H 4.86 -2.60 1.13
H 3.14 -2.90 1.87
H 4.45 -0.01 1.27
H 2.70 -0.34 1.86
H 3.80 -1.66 3.96
H 5.47 -1.10 3.35
H 5.38 0.96 4.42
H 3.82 1.41 3.59
H 2.49 0.27 5.63
H 3.96 1.19 6.39
H 4.03 -0.63 6.10
H -2.76 -3.46 0.81
H -1.47 -2.56 3.26
H -1.56 -0.83 3.86
H -4.02 -0.82 3.52
H -3.79 -1.76 1.87
H -4.93 -3.38 3.55
H -3.21 -3.93 3.16
H -1.65 -1.07 7.06
H 0.38 -0.72 9.12
H 0.89 -4.75 7.26
H -0.40 3.69 2.33
C 1.95 3.89 -5.07
Br 2.36 4.16 -6.95
Br 1.14 2.15 -4.75
Br 3.50 4.19 -3.94
H 1.21 4.64 -4.79
C -4.70 3.40 -4.82
Br -3.15 2.47 -4.11
Br -4.18 4.81 -6.04
Br -5.97 2.18 -5.63
H -5.21 3.88 -3.98
C 7.56 0.22 0.08
Br 6.43 -0.40 -1.36
Br 6.82 1.79 0.94
Br 7.93 -1.19 1.36
H 8.51 0.51 -0.36
C 3.06 -8.21 -1.54
Br 4.81 -7.42 -1.78
Br 2.05 -7.33 -0.13
Br 2.06 -8.26 -3.21
H 3.21 -9.24 -1.23
C -5.63 4.69 -0.06
Br -5.39 3.56 1.50
Br -3.95 5.04 -0.96
Br -6.97 3.98 -1.27
H -6.00 5.65 0.31
C 1.37 2.84 7.68
Br 0.20 3.98 6.64
Br 1.96 3.70 9.32
Br 0.57 1.10 8.02
H 2.26 2.66 7.08
C -2.00 0.66 -8.70
Br -3.18 0.01 -10.09
Br -2.72 2.23 -7.81
Br -1.53 -0.74 -7.44
H -1.07 0.97 -9.19
C -5.79 8.00 2.62
Br -5.48 9.42 3.92
Br -6.80 8.63 1.09
Br -4.14 7.14 2.09
H -6.40 7.24 3.12
C -0.63 -0.48 -13.78
Br -1.83 0.66 -14.79
Br -0.07 0.36 -12.12
Br -1.39 -2.24 -13.47
H 0.26 -0.62 -14.38
C 4.49 4.59 -9.85
Br 6.02 3.66 -9.13
Br 5.02 6.02 -11.05
Br 3.23 3.38 -10.69
H 3.97 5.06 -9.01
C -6.86 6.68 6.84
Br -7.07 5.76 5.14
Br -8.36 6.36 8.02
Br -5.17 6.25 7.69
H -6.85 7.75 6.62
C 2.69 7.86 0.49
Br 1.21 8.97 1.07
Br 4.21 8.92 -0.09
Br 3.20 6.57 1.85
H 2.35 7.30 -0.37
C 0.33 -7.76 -6.91
Br 2.08 -6.97 -7.15
Br -0.67 -6.89 -5.50
Br -0.67 -7.80 -8.58
H 0.48 -8.79 -6.61
C 3.22 0.93 -14.99
Br 2.05 0.28 -16.39
Br 2.49 2.49 -14.10
Br 3.68 -0.47 -13.73
H 4.15 1.24 -15.48
C -3.00 -5.75 8.85
Br -4.46 -4.63 9.47
Br -1.51 -4.68 8.17
Br -2.43 -7.01 10.21
H -3.38 -6.33 8.01
C -4.13 -6.94 14.31
Br -2.71 -8.20 13.90
Br -3.51 -5.11 14.23
Br -5.69 -7.22 13.20
H -4.43 -7.13 15.34
*
```

Calculated total energy: -3487991.0673 eV
HOMO-LUMO gap: 4.96 eV
E_HOMO: -10.19 eV
F_max: 8.54 eV Å⁻¹
Lowest unoccupied orbital energy: -5.23 eV


No. 2
The following is a quantum chemistry calculation of a structure of composition C41H51BFN7O3S3Sc, from OMol25.

ORCA input file:
```
! RIJCOSX wB97M-V def2-TZVPD def2/J DEFGRID3
* xyz 1 1
Sc 0.09 -0.13 0.31
C 0.62 -2.56 6.27
C 0.09 -2.56 4.84
C -0.90 -3.71 4.61
C 1.25 -2.74 3.87
N -0.68 -1.28 4.65
C -1.89 -1.11 5.32
C -2.42 0.05 4.91
N -1.55 0.61 3.99
B -1.99 1.87 3.20
N -0.78 2.82 2.90
C -0.24 3.51 3.96
C 0.85 4.16 3.52
N 0.98 3.87 2.17
C -0.03 3.04 1.81
S -0.28 2.42 0.21
C 2.09 4.41 1.30
C 1.50 5.22 0.15
C 2.97 5.33 2.14
C 2.94 3.25 0.80
N -2.84 1.56 1.94
C -3.64 2.57 1.45
C -4.36 2.08 0.44
N -4.02 0.74 0.30
C -3.05 0.45 1.20
S -2.18 -1.04 1.40
C -4.68 -0.09 -0.77
C -4.60 -1.59 -0.50
C -6.16 0.30 -0.80
C -4.00 0.26 -2.10
C -0.49 -0.20 3.85
S 0.88 0.14 2.86
H 1.14 -3.50 6.45
H -0.18 -2.47 7.00
H 1.32 -1.74 6.41
H -0.36 -4.65 4.59
H -1.42 -3.58 3.65
H -1.65 -3.78 5.39
H 1.66 -3.73 4.07
H 2.03 -2.00 4.00
H 0.92 -2.71 2.83
H -2.26 -1.83 6.02
H -3.35 0.53 5.18
H -2.72 2.49 3.95
H -0.68 3.48 4.94
H 1.52 4.80 4.05
H 0.84 6.01 0.53
H 0.92 4.60 -0.54
H 2.31 5.69 -0.41
H 2.42 6.19 2.52
H 3.76 5.71 1.49
H 3.44 4.81 2.97
H 2.35 2.56 0.20
H 3.38 2.71 1.64
H 3.75 3.64 0.18
H -3.63 3.56 1.89
H -5.09 2.56 -0.19
H -4.90 -1.83 0.52
H -3.61 -1.99 -0.68
H -5.29 -2.07 -1.19
H -6.61 0.20 0.19
H -6.68 -0.37 -1.48
H -6.33 1.31 -1.17
H -2.94 0.02 -2.05
H -4.13 1.31 -2.34
H -4.44 -0.34 -2.90
C 0.74 1.07 -3.51
C 0.80 -0.20 -4.06
C 1.71 -1.13 -3.57
C 2.55 -0.79 -2.53
C 2.49 0.48 -1.96
C 1.60 1.42 -2.47
H 0.04 1.80 -3.90
H 0.13 -0.47 -4.87
H 1.76 -2.12 -4.01
H 3.27 -1.51 -2.14
H 3.18 0.76 -1.17
H 1.56 2.42 -2.05
C -1.17 -6.99 -1.63
C 0.34 -6.78 -1.74
C 1.09 -7.83 -0.94
C 2.58 -7.54 -0.91
C 2.81 -6.20 -0.28
C 3.91 -5.92 0.48
C 4.10 -4.65 1.03
F 5.19 -4.44 1.78
C 3.22 -3.63 0.81
C 2.09 -3.89 0.02
C 1.17 -2.81 -0.26
O 1.36 -1.68 0.29
C 0.12 -3.08 -1.17
C -0.05 -4.38 -1.60
N 0.72 -5.40 -1.27
C 1.86 -5.17 -0.50
C -0.82 -2.06 -1.75
O -1.59 -2.39 -2.62
O -0.70 -0.85 -1.27
H -1.39 -8.04 -1.80
H -1.74 -6.41 -2.35
H -1.51 -6.73 -0.62
H 0.64 -6.84 -2.79
H 0.88 -8.80 -1.39
H 0.69 -7.85 0.08
H 2.97 -7.53 -1.93
H 3.12 -8.31 -0.37
H 4.65 -6.69 0.67
H 3.38 -2.65 1.23
H -0.89 -4.57 -2.26
*
```

Calculated total energy: -116524.4124 eV
HOMO-LUMO gap: 7.37 eV
E_HOMO: -10.21 eV
F_max: 1.83 eV Å⁻¹
Lowest unoccupied orbital energy: -2.83 eV


Q: Which of these has the highest HOMO-LUMO gap?
A: C41H51BFN7O3S3Sc